1.
The following is a DFT calculation (ωB97M-V with the def2-TZVPD basis set) of a molecular structure, C17H20N2OS2Si2V at a distorted geometry.

Last column: natural (NBO) charge in e.
Cartesian coordinates (Å):
H: 0.1556 -0.0170 -3.5502  0.31
C: -3.6838 -0.7017 -1.4774  -0.48
C: -2.7647 -1.8298 -3.4290  -0.13
H: 1.3873 -0.1579 -2.2950  0.28
H: 3.2047 3.7785 4.4253  0.25
H: -1.0752 3.5641 4.5437  0.24
N: 1.2632 0.7875 1.7137  -0.55
C: -4.9446 -0.8213 -2.0509  -0.16
Si: -3.4584 0.1923 0.1337  1.85
C: -2.5821 -1.2191 -2.1809  -0.62
H: 0.9642 -2.8138 -0.8096  0.26
H: -5.5596 -0.7405 1.0407  0.27
H: 1.0353 4.5497 5.3157  0.25
H: -5.4466 1.0052 1.3137  0.28
N: -0.9639 -0.6508 0.5662  -0.20
H: -1.9301 -2.2447 -3.9922  0.21
H: -6.1141 -1.5088 -3.7121  0.25
O: -2.1956 -0.8257 0.8738  -0.56
S: 3.0628 -0.6466 0.3066  -0.03
H: -1.6681 1.9445 0.2448  0.24
H: -2.7475 2.1881 -1.1295  0.27
C: -0.0453 -2.8903 -1.2380  -1.21
H: -4.1673 -2.4034 -4.9480  0.25
C: 1.0595 3.7692 4.5680  -0.16
C: 1.0636 1.7817 2.6733  0.16
V: 0.7110 -0.5879 0.5619  1.11
C: -0.1432 3.2089 4.1264  -0.17
H: -4.5162 -0.1082 2.3106  0.28
C: -0.1604 2.2082 3.1739  -0.22
H: 0.0312 1.0036 -2.1413  0.29
C: -4.8809 0.0724 1.2967  -1.16
C: 2.5857 0.5819 1.4456  -0.15
H: 0.0961 -3.5064 -2.1359  0.32
Si: -0.8042 -1.2867 -1.7618  1.88
C: 2.2794 3.3435 4.0744  -0.17
C: -2.7085 1.8804 -0.0834  -1.16
S: 3.6247 1.5847 2.3238  0.63
C: 0.3221 0.0012 -2.4646  -1.22
H: -5.8185 -0.4415 -1.5346  0.23
H: -0.7024 -3.4399 -0.5638  0.29
C: 2.2624 2.3375 3.1174  -0.24
C: -5.1208 -1.4274 -3.2914  -0.15
H: -3.2694 2.6160 0.4957  0.28
H: -1.0883 1.7644 2.8389  0.23
C: -4.0347 -1.9301 -3.9850  -0.19

Values from the calculation:
HOMO-LUMO gap (spin up / spin down): 6.4 / 7.2 eV
Multiplicity: 2
Calculated total energy: -3163.35868 hartree
Net charge: +2
Strongest force on any atom: 1.4 eV/A
E_HOMO (spin up / spin down): -14.800 / -14.814 eV

2.
The following is a DFT calculation (ωB97M-V with the def2-TZVPD basis set) of a molecular structure, C17H20N3O3RuS2.

Last column: natural (NBO) charge in e.
Cartesian coordinates (Å):
C: 0.4920 -3.4292 -0.2594  0.09
H: 2.9375 0.1053 2.3560  0.54
C: -2.1894 -1.2522 2.5224  -0.25
H: 0.7061 -1.5992 3.7976  0.23
H: -2.2493 0.7401 -1.3201  0.42
H: 2.0211 -0.3996 -2.2336  0.26
H: 2.3721 -1.5237 4.4021  0.27
H: -3.4588 0.4019 -3.5265  0.25
C: 1.7903 -2.5910 -2.1324  -0.21
H: 1.6966 -3.0774 3.9080  0.26
H: -0.4052 -4.0302 -0.1400  0.28
H: -2.7135 -2.1866 2.3775  0.27
C: -1.7752 0.8038 3.6942  -0.22
C: -3.1223 1.3860 -3.2081  -0.23
H: -0.2304 2.0176 2.8245  0.24
C: 1.7092 -2.0105 3.6861  -0.62
H: -1.9740 1.4994 4.4968  0.28
C: 0.4013 -1.9611 0.2295  0.27
C: 1.6017 -1.2154 -1.6521  0.18
H: 4.0843 -2.1119 1.1136  0.24
C: -2.4849 2.1618 -4.3660  -0.54
H: 1.4127 -4.6649 -1.8502  0.29
H: -3.9640 1.9260 -2.7735  0.24
C: -1.0492 2.0544 -2.2748  -0.03
Ru: 0.9263 0.8354 0.4343  0.73
H: 3.7473 -3.3433 2.3539  0.27
H: -3.2669 -0.6443 4.2700  0.27
N: 0.9704 -0.9034 -0.5767  -0.39
C: -2.4885 -0.3883 3.5633  -0.08
C: 1.2941 -3.6532 -1.4822  -0.16
O: 2.2012 -0.3550 1.9281  -0.74
S: -0.9982 2.9901 -3.6934  0.50
N: -0.5188 0.2673 1.7385  -0.44
N: -2.0758 1.2443 -2.1771  -0.52
C: 1.3950 -2.4262 1.2895  0.71
O: -0.9095 -1.6831 0.5862  -0.46
C: -0.8002 1.0967 2.7694  0.06
S: 0.1515 2.3405 -1.0620  -0.02
H: 2.3464 -2.7102 -3.0532  0.29
C: -1.1897 -0.8776 1.6503  0.46
H: 4.3449 -1.7572 2.8325  0.26
H: -2.1648 1.5161 -5.1801  0.26
H: -3.1510 2.9258 -4.7580  0.28
O: 1.3969 -3.6566 1.0171  -0.31
C: 2.2705 -1.7580 2.2780  0.14
C: 3.7041 -2.2800 2.1212  -0.63

Values from the calculation:
HOMO-LUMO gap: 6.4 eV
Multiplicity: 1
Calculated total energy: -1939.96731 hartree
Net charge: +3
Strongest force on any atom: 0.7 eV/A
E_HOMO: -17.520 eV

3.
The following is a DFT calculation (ωB97M-V with the def2-TZVPD basis set) of a single C17H20N4O3 molecule.

Last column: natural (NBO) charge in e.
Cartesian coordinates (Å):
H: 5.7790 -1.8545 -1.7281  0.21
H: 5.2091 2.4598 0.5791  0.21
C: 5.3391 1.5168 0.0682  -0.26
H: -7.8493 -0.0605 -0.5640  0.22
H: -4.4050 1.9697 -2.0713  0.21
H: 7.4625 1.6777 -0.0217  0.21
O: -0.9535 -3.0229 -0.9304  -0.73
C: 0.4293 -2.1155 0.8803  -0.42
H: -0.5810 -4.0306 0.7444  0.19
C: 4.3892 -0.4687 -0.8969  -0.23
H: 3.5322 -1.0781 -1.1401  0.20
N: -1.9394 0.6340 0.7247  -0.43
C: 5.6590 -0.9055 -1.2266  -0.20
C: 4.2189 0.7487 -0.2438  0.15
H: -1.6780 -2.6523 0.9696  0.15
O: 1.5901 0.7923 2.3493  -0.62
H: -4.1609 -0.2609 1.5701  0.20
C: 0.0156 -0.6800 1.2473  -0.39
H: -6.7786 1.3586 -2.2791  0.22
H: 1.1409 -2.1095 0.0533  0.22
H: 7.7580 -0.4847 -1.1786  0.21
C: -6.2076 1.0078 -1.4325  -0.18
H: 0.9270 -2.5537 1.7457  0.23
C: -0.7630 -2.9919 0.4575  -0.06
C: 6.6020 1.0745 -0.2711  -0.18
C: -6.0645 -0.2394 0.6038  -0.20
H: -0.4581 -0.6781 2.2325  0.24
H: -0.9828 -2.1132 -1.2652  0.49
N: -2.8062 1.3573 -0.0987  -0.43
H: 1.4301 0.0924 -0.7144  0.42
C: -0.9174 -0.0757 0.2170  0.68
N: 2.9486 1.2697 0.0218  -0.43
H: 2.9377 1.9282 0.7979  0.39
C: -4.8756 1.3526 -1.3200  -0.26
H: -2.3541 1.5566 -0.9878  0.40
C: -4.7306 0.1048 0.7289  -0.23
H: -2.0144 0.8281 1.7136  0.41
C: -4.1254 0.9059 -0.2343  0.15
H: -6.5218 -0.8665 1.3547  0.21
C: 6.7692 -0.1390 -0.9190  -0.25
C: 1.2425 0.2367 1.3276  0.67
C: -6.8091 0.2108 -0.4715  -0.25
O: -0.7370 -0.1776 -0.9898  -0.68
N: 1.8802 0.3762 0.1494  -0.46

Values from the calculation:
Energy above the lowest of the compared OMol25 structures with the same formula, charge and spin: 86.1 kcal per mole
HOMO-LUMO gap: 8.8 eV
Multiplicity: 1
Calculated total energy: -1104.53316 hartree
Net charge: 0
Strongest force on any atom: 0.8 eV/A
SMILES string: O=C(NNc1ccccc1)C(CCO)C(=O)NNc1ccccc1
E_HOMO: -8.243 eV

Question: Which of these has the highest calculated total energy?
Answer: C17H20N4O3

Question: What is the strongest force on any atom in the first record?
Answer: 1.4 eV/A

Question: What is the formula in the first record?
Answer: C17H20N2OS2Si2V